Below is C32H64INO7 as an isolated structure, with properties calculated with ωB97M-V with the def2-TZVPD basis set.

Geometry as ORCA input:
```
! wB97M-V def2-TZVPD RIJCOSX def2/J DEFGRID3
* xyz 0 1
I -0.169 1.495 5.406
O 2.381 4.682 9.230
O 1.282 3.630 3.171
O 6.820 3.454 1.856
O 3.054 2.717 4.069
O 1.906 -0.445 -1.127
O -8.546 -4.641 -5.377
O 3.608 0.691 -4.926
N 1.298 1.355 3.980
C -5.673 -3.711 -0.915
C 0.845 0.710 2.729
C 2.065 4.420 6.899
C -9.638 -6.068 -6.919
C 4.158 -0.686 -1.820
C 3.132 1.650 -7.038
C 3.948 0.740 -1.331
C -9.291 -5.861 -5.452
C 7.679 4.458 2.403
C -3.859 -3.204 0.858
C 4.516 2.105 -6.594
C -8.171 -4.230 -6.695
C 6.961 5.028 3.617
C -7.845 -3.552 -2.281
C -8.453 -5.410 -7.614
C 1.438 5.739 7.334
C 5.770 3.165 2.789
C 6.161 3.823 4.101
C -0.367 -2.527 2.432
C 2.901 0.440 -6.146
C 1.413 -0.717 2.698
C -1.830 -2.148 2.089
C 2.993 4.118 8.065
C 0.659 -1.623 1.724
C 1.955 2.593 3.762
C -6.445 -2.980 -2.029
C 2.434 0.862 -1.381
C 4.473 1.819 -5.101
C -2.318 -2.941 0.858
C 2.966 -1.405 -1.207
C -4.447 -2.858 -0.518
C 1.304 5.537 8.836
H 5.281 1.489 -7.072
H 4.454 1.491 -1.936
H 7.644 5.431 4.364
H -0.237 0.630 2.644
H -1.848 -1.104 1.782
H -4.770 -1.822 -0.505
H -6.525 -1.934 -1.750
H 1.397 -2.304 1.311
H -2.507 -2.257 2.929
H -10.558 -5.533 -7.166
H 0.487 5.955 6.848
H -3.992 -4.251 1.116
H -8.779 -3.361 -6.968
H 4.094 -0.716 -2.909
H 7.888 5.211 1.642
H 1.294 3.648 6.823
H 2.588 4.474 5.945
H -2.038 -2.375 -0.024
H 0.227 -1.076 0.892
H -8.659 -6.671 -5.074
H -3.681 -3.038 -1.262
H -8.468 -2.741 -2.650
H 1.360 6.472 9.395
H 2.042 1.562 -0.638
H 8.623 3.981 2.689
H -5.272 -4.603 -1.389
H -0.245 -2.484 3.511
H 3.190 -1.753 -0.192
H -8.657 -5.108 -8.640
H 6.281 5.827 3.310
H 4.301 0.837 -0.301
H 0.362 5.037 9.086
H 5.302 4.081 4.716
H 5.650 2.085 2.878
H -7.859 -4.294 -3.064
H 4.840 3.586 2.397
H -5.840 -3.049 -2.929
H -0.232 -3.565 2.153
H 1.385 -1.093 3.712
H 4.048 2.664 -4.547
H 6.807 3.156 4.678
H 3.065 1.414 -8.099
H 3.145 3.048 8.218
H 5.455 1.591 -4.685
H 2.453 -0.625 2.387
H 1.181 1.248 1.845
H -7.600 -6.092 -7.622
H 2.396 2.427 -6.815
H 2.095 1.180 -2.372
H 1.431 3.593 2.215
H -7.121 -3.934 -6.698
H 1.846 0.272 -5.925
H -1.839 -3.914 0.774
H -10.174 -5.785 -4.816
H -9.774 -7.117 -7.178
H -4.290 -2.603 1.650
H 3.971 4.592 7.929
H -6.312 -3.956 -0.073
H 2.635 -2.258 -1.801
H 3.311 -0.470 -6.597
H 5.112 -1.118 -1.520
H 2.123 6.564 7.124
H 4.730 3.149 -6.819
H -8.285 -3.913 -1.356
*
```

Its total energy is -58141.5561 eV.